Record 1
{
  "formula": "C31H29NO5S2",
  "method": "ωB97M-V/def2-TZVPD",
  "symbols": ["O", "H", "H", "C", "H", "C", "H", "C", "H", "C", "C", "H", "H", "H", "H", "C", "C", "H", "C", "C", "C", "H", "H", "C", "H", "H", "C", "C", "C", "C", "C", "C", "H", "C", "H", "C", "C", "C", "H", "H", "H", "H", "C", "S", "C", "O", "H", "H", "C", "C", "H", "H", "C", "H", "O", "C", "H", "H", "C", "O", "S", "H", "C", "N", "O", "C", "C", "H"],
  "xyz": [[0.01993, -2.49254, -2.90908], [-0.82450, 5.61739, 4.15088], [4.89135, 1.42720, 2.21712], [-1.13401, 3.48671, 3.97009], [-0.86573, 3.09051, -4.64674], [2.90589, -1.82038, -2.10846], [-2.28988, -3.14597, 1.95156], [-0.36992, 4.66344, 3.89066], [3.88295, 0.10004, 1.58613], [0.14461, -0.92147, 2.89543], [1.49061, 3.37409, 3.15403], [4.13897, 1.56221, 0.60500], [1.58741, 5.50799, 3.35593], [4.53916, -0.61864, -5.42812], [-5.99033, -0.82628, -2.28839], [-0.25744, -0.75614, 4.24983], [-0.85756, 2.51686, -3.71949], [1.82845, -0.69952, 1.54777], [-0.60308, 2.24996, 3.57771], [-2.71774, -1.73863, -2.06328], [0.96385, 4.62026, 3.46207], [4.29113, -3.46172, -2.17642], [2.41810, -2.15401, -1.19483], [-4.57156, -0.73457, -3.91182], [-3.29512, -3.34930, 5.32927], [-1.20691, 1.34587, 3.57184], [1.57266, 1.12209, 2.60166], [3.95233, -2.55179, -2.67398], [4.54418, -2.12025, -3.86436], [1.23284, -0.19449, 2.30947], [2.80217, 1.75987, 2.25600], [-2.17142, -2.19909, 3.89305], [-3.89061, -3.46915, 3.66161], [-3.25800, -0.97565, -4.31353], [-5.28022, -0.31435, -4.62589], [3.99706, 1.18409, 1.62784], [-4.03666, -1.50467, -1.67179], [4.08701, -0.95915, -4.49608], [-1.73575, -1.20043, 5.75697], [-2.93113, -0.78030, -5.33290], [-0.22882, -2.04028, 1.08688], [-1.97409, -2.11164, -1.36203], [-3.45252, -2.78983, 4.39901], [-0.61286, -1.56314, -3.81903], [0.73060, 2.18081, 3.18432], [1.48898, 1.64764, -1.91549], [-4.19452, -2.01138, 4.62133], [3.47776, 3.73643, 2.43395], [-2.34909, -1.47661, -3.38236], [-0.57571, -1.85689, 2.10482], [-0.11264, 2.90189, -3.02372], [2.66644, 0.67709, -4.41890], [-1.40754, -1.37168, 4.72785], [5.36465, -2.69028, -4.30283], [-0.42801, 1.11745, -4.17125], [-1.72179, -2.46400, 2.58968], [-4.32385, -1.69415, -0.63711], [0.34377, -0.13046, 4.91323], [-4.96279, -1.01573, -2.59881], [-0.52346, -1.76846, -5.24732], [1.07627, 0.26054, -2.06028], [-1.85514, 2.44524, -3.27637], [-0.11132, 0.11971, -3.37852], [2.72724, 3.06652, 2.58238], [0.60839, -0.46585, -0.89686], [2.46499, -0.65693, -2.74037], [3.04577, -0.22063, -3.93311], [-2.16381, 3.53455, 4.32414]],
  "multiplicity": 1,
  "homo_ev": -5.05,
  "max_force_ev_per_a": 4.63,
  "e_tot_ev": -66010.682,
  "homo_lumo_gap_ha": 0.0941
}

---

Record 2
{
  "formula": "C27H30BIN5S2Ti",
  "method": "ωB97M-V/def2-TZVPD",
  "symbols": ["H", "H", "N", "H", "N", "S", "I", "H", "H", "C", "H", "H", "H", "C", "C", "S", "N", "C", "C", "C", "C", "H", "B", "C", "H", "H", "N", "H", "C", "C", "Ti", "C", "H", "H", "H", "N", "C", "C", "C", "C", "C", "C", "C", "H", "H", "C", "C", "H", "H", "H", "H", "H", "C", "H", "H", "H", "C", "C", "H", "C", "H", "C", "C", "C", "H", "H", "H"],
  "xyz": [[-2.22779, -4.13486, 3.35980], [-0.63335, -4.64611, 1.57124], [0.25423, 1.42504, 1.47026], [-4.56504, 1.19159, -2.64434], [-1.50260, -0.91318, -3.82758], [-2.96779, -0.61792, -1.48157], [-3.32772, 2.76190, -0.01292], [1.52586, 1.02667, 3.11206], [-1.09512, 2.52088, 2.66047], [1.11051, 0.43612, -4.00550], [1.93891, 0.76218, 0.43327], [2.56549, 3.65512, -0.96145], [-1.04281, -0.99664, -5.91878], [-1.91866, -3.36268, 2.66534], [-2.55472, -0.43615, -3.12885], [2.31285, -1.78914, -1.16897], [-3.40278, 0.14663, -4.00898], [-1.02408, -3.64023, 1.66727], [-0.59512, -2.65108, 0.74904], [-1.99116, -1.07577, 1.88336], [-0.77571, 2.34685, -2.36088], [4.70480, 1.26912, -2.62138], [-0.26646, -1.67596, -3.29683], [-1.05870, -1.36461, 0.82627], [-5.48237, 0.11547, -3.72089], [0.39334, 0.71084, -4.75714], [0.94559, -0.61665, -3.20486], [-3.42878, 0.36936, -6.14490], [-0.21530, 2.70467, 2.04803], [1.64024, 3.26822, -1.37822], [-1.46353, 0.58251, 0.16599], [-0.31887, 1.81983, -1.14398], [2.10904, 2.38403, 1.11457], [-0.49063, 3.39068, 1.24912], [4.51511, -0.17083, -1.58653], [2.83036, 0.39106, -2.65571], [1.14344, 3.78680, -2.56353], [-4.64677, 0.81223, -3.66151], [2.01055, -0.68161, -2.34460], [-2.43172, -2.05110, 2.80620], [-3.23471, 0.65546, 3.00521], [-2.40561, 0.28010, 1.98152], [-0.06447, 3.30866, -3.06252], [0.07499, -2.48104, -4.12427], [-0.45275, -2.11796, -2.21108], [0.69574, 0.55274, 2.57533], [-3.29810, -1.62517, 3.83769], [0.08526, -2.95130, -0.03823], [-3.57698, 1.68144, 3.08528], [1.00977, -0.41117, 2.17921], [-4.80134, 1.63727, -4.35400], [0.58583, 3.13932, 2.65742], [1.41124, 1.70882, 0.59844], [3.79212, 1.38078, -1.09328], [2.74461, 1.96137, -4.08159], [-1.74881, 2.04715, -2.73858], [2.29584, 1.07532, -3.67357], [-2.90193, 0.00204, -5.28346], [-0.13272, 0.39452, 3.26280], [4.04251, 0.74114, -1.94014], [-3.65018, -2.34780, 4.56449], [-1.72882, -0.65546, -5.16497], [-3.68039, -0.30982, 3.93298], [0.91988, 2.28828, -0.69562], [-4.34696, -0.00781, 4.73156], [-0.47112, 3.72046, -3.97872], [1.67597, 4.57573, -3.08078]],
  "multiplicity": 2,
  "homo_ev": [-7.16, -7.16],
  "s2": 0.772,
  "max_force_ev_per_a": 0.86,
  "e_tot_ev": -89500.079,
  "homo_lumo_gap_ha": [0.2658, 0.1570]
}

---

The records above give, respectively, molar mass values of 559.7 674.3 g/mol.